# 1
Entry from the OMol25 dataset: a cluster of 5 separate species, C26H62OS in total (the ωB97M-V functional and the def2-TZVPD basis).

Its expectation value of S² is 0.757. The highest occupied orbital energy (spin up / spin down) comes out at -12.30 / -12.30 eV. The HOMO-LUMO gap (spin up / spin down) is 9.031 / 3.968 eV. Its charge is +1. As for the spin multiplicity: 2. The value obtained for the LUMO energy (spin up / spin down) is -3.27 / -8.33 eV.

Each line ends with the Löwdin charge.
Atoms and positions in Å:
1 C 1.7475 -0.8986 1.9657  -0.127
2 S 1.0231 0.8277 2.1888  1.074
3 O 0.4616 1.2970 0.9037  -0.278
4 C -0.4533 0.2792 3.1220  -0.164
5 H 1.0826 -1.6195 1.4899  0.068
6 H 2.1609 -1.1717 2.9365  0.078
7 H 2.5753 -0.7168 1.2803  0.040
8 H -0.1209 -0.3440 3.9523  0.052
9 H -0.9229 -0.3251 2.3459  0.076
10 H -0.9980 1.1567 3.4705  0.082
11 C -4.5712 1.8465 -6.3338  -0.133
12 C -3.1862 1.7107 -5.7892  -0.311
13 C -3.2038 2.1367 -4.3703  -0.232
14 C -1.7898 2.2026 -3.6948  -0.208
15 C -1.0366 0.8375 -3.6399  -0.208
16 C 0.2677 0.9248 -2.6927  -0.101
17 H -4.3207 1.6592 -7.3779  0.074
18 H -5.0382 2.8309 -6.3013  0.076
19 H -5.3432 1.1665 -5.9737  0.080
20 H -3.0099 0.6371 -5.8566  0.113
21 H -2.4969 2.2107 -6.4696  0.120
22 H -3.7984 1.3891 -3.8452  0.113
23 H -3.6714 3.1164 -4.2725  0.112
24 H -1.1845 2.8132 -4.3649  0.103
25 H -1.7750 2.7715 -2.7652  0.096
26 H -1.6315 -0.0285 -3.3498  0.086
27 H -0.6060 0.7834 -4.6398  0.098
28 H 0.0999 0.3762 -1.7659  0.028
29 H 1.1310 0.5425 -3.2373  0.056
30 H 0.4400 1.9845 -2.5043  0.061
31 C 3.4304 1.1779 -0.6007  -0.129
32 C 4.9462 1.1252 -0.5983  -0.247
33 C 5.5149 1.3013 -2.0593  -0.213
34 C 5.2346 0.1460 -3.0288  -0.214
35 C 6.2929 -0.1259 -4.1262  -0.269
36 C 6.3388 -1.4961 -4.7321  -0.126
37 H 3.1867 1.6634 0.3443  0.045
38 H 3.0395 0.1800 -0.7990  0.068
39 H 2.9939 1.8916 -1.2995  0.082
40 H 5.4079 1.8735 0.0459  0.101
41 H 5.4126 0.2153 -0.2205  0.102
42 H 6.5731 1.5031 -1.8934  0.107
43 H 5.1608 2.2058 -2.5537  0.106
44 H 5.3124 -0.6598 -2.2990  0.092
45 H 4.2039 -0.0614 -3.3165  0.103
46 H 6.1135 0.6302 -4.8905  0.106
47 H 7.3299 0.0646 -3.8498  0.108
48 H 5.4309 -1.8929 -5.1865  0.064
49 H 7.1519 -1.5349 -5.4570  0.077
50 H 6.5025 -2.2230 -3.9366  0.072
51 C -1.1168 -0.2674 6.6514  -0.139
52 C -2.4717 -0.1677 7.3071  -0.284
53 C -2.4920 0.9810 8.2371  -0.220
54 C -3.9966 1.3272 8.5522  -0.222
55 C -4.2121 2.7481 9.1171  -0.260
56 C -5.6807 2.9052 9.6279  -0.106
57 H -1.1985 -0.8531 5.7357  0.044
58 H -0.3616 -0.7732 7.2531  0.083
59 H -0.7394 0.6789 6.2638  0.063
60 H -3.2107 -0.0065 6.5223  0.111
61 H -2.5573 -1.1338 7.8046  0.123
62 H -2.0594 1.8876 7.8141  0.108
63 H -1.9624 0.7742 9.1671  0.122
64 H -4.7183 1.2166 7.7428  0.104
65 H -4.3804 0.6510 9.3161  0.110
66 H -3.4432 2.8761 9.8790  0.100
67 H -3.9906 3.5220 8.3822  0.095
68 H -6.4179 2.2957 9.1052  0.068
69 H -5.6689 2.6033 10.6751  0.065
70 H -6.0874 3.9079 9.7601  0.063
71 C -2.5331 -3.2774 -2.2834  -0.093
72 C -1.5097 -3.4743 -1.1981  -0.280
73 C -0.5228 -2.3123 -1.3843  -0.240
74 C 0.4846 -2.3963 -2.5332  -0.239
75 C 1.3887 -3.6834 -2.7489  -0.183
76 C 2.3508 -3.2952 -3.9927  -0.088
77 H -2.9192 -2.3369 -1.8904  0.080
78 H -3.1550 -4.1703 -2.3473  0.085
79 H -1.9224 -3.1568 -3.1781  0.071
80 H -2.0133 -3.4591 -0.2315  0.102
81 H -0.9557 -4.4119 -1.2442  0.103
82 H 0.1642 -2.3056 -0.5381  0.081
83 H -1.1397 -1.4246 -1.5239  0.082
84 H -0.0837 -2.2520 -3.4520  0.095
85 H 1.2069 -1.5811 -2.4902  0.077
86 H 1.8889 -3.8544 -1.7957  0.093
87 H 0.8190 -4.5591 -3.0598  0.094
88 H 2.7938 -4.1806 -4.4489  0.062
89 H 1.8143 -2.7635 -4.7785  0.067
90 H 3.2012 -2.6586 -3.7486  0.042

***

# 2
Entry from the OMol25 dataset: a cluster of 11 separate species, C26H63BF4N4O6 in total (the ωB97M-V functional and the def2-TZVPD basis).

The highest occupied orbital energy comes out at -8.91 eV. The HOMO-LUMO gap is 8.018 eV. Its energy relative to the best compared isomer or geometry (same formula, charge and spin) is 249.1 kJ/mol. Its charge is 0. The value obtained for the LUMO energy is -0.90 eV.

Each line ends with the Löwdin charge.
Atoms and positions in Å:
1 C 1.1634 2.7274 -1.2165  -0.105
2 C 2.5249 2.7994 -0.5520  -0.239
3 C 3.4360 3.7706 -1.2093  -0.159
4 N 4.5528 4.2794 -0.3274  -0.214
5 C 5.6199 3.1684 -0.1220  0.064
6 C 4.1169 4.9111 0.9939  -0.060
7 C 5.0660 6.0536 1.2141  -0.184
8 C 5.9204 6.2694 0.0753  -0.146
9 C 5.2641 5.3785 -1.0060  -0.121
10 H 0.4445 1.9747 -0.6107  0.138
11 H 1.1061 2.5352 -2.2089  0.024
12 H 0.5283 3.6609 -1.1475  0.096
13 H 2.8777 1.7949 -0.4469  0.098
14 H 2.2133 3.2685 0.5126  0.159
15 H 2.8658 4.5757 -1.8491  0.185
16 H 3.7869 3.3540 -2.0831  0.105
17 H 5.1062 2.3184 0.5090  0.153
18 H 6.4452 3.6378 0.3128  0.070
19 H 5.9622 2.7336 -1.1478  0.150
20 H 4.1212 4.2053 1.7736  0.123
21 H 3.1222 5.3833 0.9211  0.153
22 H 5.5268 5.9888 2.0626  0.067
23 H 4.4276 6.9052 1.4436  0.139
24 H 7.0071 5.9574 0.3296  0.151
25 H 6.1307 7.2348 -0.2844  0.109
26 H 6.1088 5.1170 -1.5758  0.123
27 H 4.7421 6.0683 -1.5573  0.115
28 B -1.6472 -0.9084 -0.9484  -1.313
29 F -1.8195 -1.5310 -2.1849  0.144
30 F -1.9003 0.3873 -1.2301  0.166
31 F -2.2940 -1.3534 0.1622  0.173
32 F -0.2149 -0.8654 -0.6369  0.041
33 C -5.0210 1.3809 0.5610  -0.048
34 C -6.1568 0.5454 1.1563  -0.259
35 N -6.9216 -0.1468 1.6537  0.123
36 H -4.5978 1.9942 1.3170  0.035
37 H -4.0182 0.7584 0.3053  0.125
38 H -5.3406 2.0760 -0.1455  0.040
39 C -5.3930 -2.0570 -1.2012  -0.053
40 C -5.4488 -3.5959 -1.1362  -0.271
41 N -5.5819 -4.7011 -1.1021  0.117
42 H -4.8610 -1.6751 -0.1530  0.115
43 H -4.5498 -1.8005 -1.8698  0.059
44 H -6.2475 -1.4424 -1.3988  0.053
45 C 1.8635 -0.8024 -3.2997  -0.061
46 C 1.2317 0.0022 -4.4631  -0.291
47 N 0.8372 0.5636 -5.2948  0.130
48 H 1.0896 -1.4491 -2.6889  0.093
49 H 2.8336 -1.3005 -3.5059  0.063
50 H 2.3169 -0.0871 -2.3970  0.099
51 C -1.1251 -6.4191 -2.2267  -0.073
52 C -1.7034 -4.9800 -2.4415  -0.384
53 O -0.6841 -4.1106 -2.4732  -0.054
54 H -2.0866 -7.2425 -2.3313  0.139
55 H -0.5675 -6.4790 -1.3670  0.009
56 H -0.5186 -6.7365 -3.1388  0.079
57 H -2.3915 -4.5571 -1.6182  0.125
58 H -2.3078 -5.0118 -3.3418  0.100
59 H -1.1854 -3.4038 -2.1520  0.010
60 C 0.2468 -1.4063 5.2078  -0.054
61 C 0.4034 -1.8523 3.7664  -0.377
62 O 0.2415 -0.9024 2.8291  -0.098
63 H 1.1334 -0.7015 5.3606  0.090
64 H 0.3261 -2.2941 6.1463  0.159
65 H -0.6726 -1.0129 5.4269  0.007
66 H -0.2797 -2.5987 3.5744  0.066
67 H 1.3609 -2.2105 3.5162  0.100
68 H 0.2094 -1.2846 1.8550  0.145
69 C -2.6479 1.1633 3.5285  -0.042
70 C -1.7435 1.3702 2.2793  -0.278
71 O -0.4074 1.7277 2.7622  -0.089
72 H -2.5992 2.1430 4.0514  0.081
73 H -1.9398 0.5228 4.0963  0.070
74 H -3.6703 0.9636 3.3002  0.049
75 H -2.0451 2.1457 1.7759  0.046
76 H -1.8163 0.4841 1.7396  0.069
77 H -0.0639 0.8619 2.9302  0.001
78 C -1.6248 -5.4530 2.9263  -0.104
79 C -1.8484 -4.5444 1.7535  -0.398
80 O -2.3032 -3.3432 2.1431  -0.025
81 H -1.3151 -6.6926 2.7329  0.154
82 H -2.4480 -5.4485 3.6301  0.043
83 H -1.0117 -4.9699 3.7995  0.083
84 H -2.6097 -4.9207 1.1733  0.075
85 H -0.9466 -4.4672 1.0285  0.139
86 H -2.0633 -2.6686 1.5825  0.010
87 C 3.1077 -3.8482 0.6905  -0.046
88 C 1.8793 -2.8820 0.2284  -0.413
89 O 2.2904 -1.6757 -0.0267  -0.116
90 H 2.7102 -4.8652 0.7149  0.054
91 H 3.4007 -3.6248 1.7368  0.057
92 H 4.0317 -3.7747 0.0629  0.072
93 H 1.2333 -2.6669 1.0407  0.050
94 H 1.1269 -3.5185 -0.4025  0.131
95 H 1.4300 -1.0401 -0.2049  0.141
96 C -3.8237 2.7271 -3.7960  -0.100
97 C -2.3929 2.6365 -3.4067  -0.311
98 O -2.0005 1.3114 -3.7455  0.004
99 H -4.5744 2.1700 -3.2120  0.071
100 H -3.8351 2.4260 -4.8322  0.077
101 H -4.2569 3.7446 -3.6137  0.081
102 H -2.0929 2.8463 -2.4005  0.087
103 H -1.8094 3.4855 -3.8594  0.122
104 H -2.0653 0.8150 -3.1023  -0.104

***

# 3
Entry from the OMol25 dataset: a structure of composition C26H63CaN4O10 (the ωB97M-V functional and the def2-TZVPD basis).

Its expectation value of S² is 0.750. The highest occupied orbital energy (spin up / spin down) comes out at -5.69 / -8.59 eV. The HOMO-LUMO gap (spin up / spin down) is 5.646 / 8.207 eV. Its charge is 0. As for the spin multiplicity: 2. The value obtained for the LUMO energy (spin up / spin down) is -0.05 / -0.38 eV.

Each line ends with the Löwdin charge.
Atoms and positions in Å:
1 Ca -4.6917 -1.7044 0.4399  1.027
2 C -0.6292 -1.5051 -1.1650  0.017
3 C -2.0191 -1.4816 -0.4421  -0.741
4 O -2.2541 -2.1950 0.5604  -0.207
5 O -2.9341 -0.6991 -0.8171  -0.254
6 H -0.0300 -0.7650 -0.6346  0.058
7 H -0.8259 -1.2627 -2.2093  0.079
8 H -0.2440 -2.5248 -1.1684  0.068
9 C -2.8262 3.3511 -4.1349  -0.017
10 O -4.2236 3.2592 -3.5345  -0.200
11 C -4.3179 2.5558 -2.3466  -0.251
12 C -5.8123 2.5883 -1.9165  -0.222
13 N -6.3269 3.8872 -1.6611  -0.081
14 C -7.7086 3.7723 -1.2915  -0.220
15 C -8.4954 5.1281 -1.4293  -0.187
16 O -8.5969 5.5080 -2.8225  -0.193
17 C -9.3736 6.6662 -3.0396  -0.116
18 H -2.1541 3.7839 -3.3939  0.062
19 H -2.7274 3.9234 -5.0573  0.081
20 H -2.4864 2.3210 -4.2420  0.077
21 H -3.6023 2.9810 -1.6429  0.111
22 H -3.9644 1.5261 -2.4001  0.101
23 H -5.9425 2.0480 -0.9788  0.106
24 H -6.3924 2.1760 -2.7422  0.120
25 H -6.2963 4.3577 -2.5543  0.106
26 H -7.6816 3.2742 -0.3223  0.118
27 H -8.2240 3.0981 -1.9756  0.109
28 H -7.9942 5.8748 -0.8133  0.115
29 H -9.4363 4.9110 -0.9236  0.113
30 H -9.0678 7.4014 -2.2952  0.088
31 H -10.4514 6.5062 -3.0128  0.079
32 H -9.2756 6.9041 -4.0988  0.087
33 C 0.4426 -6.4159 -0.3413  -0.098
34 O 0.2749 -6.0976 1.0570  -0.142
35 C -0.3002 -4.8215 1.1813  -0.252
36 C -0.3916 -4.1672 2.5872  -0.174
37 N 0.7688 -4.6558 3.3985  -0.059
38 C 2.0214 -3.9752 3.0108  -0.215
39 C 3.1125 -4.9105 3.4415  -0.175
40 O 2.9773 -6.1469 2.6473  -0.167
41 C 4.1621 -6.4644 2.0574  -0.166
42 H -0.4437 -6.2715 -0.9592  0.077
43 H 0.6986 -7.4682 -0.4650  0.085
44 H 1.1816 -5.8553 -0.9137  0.078
45 H -1.3275 -4.7169 0.8323  0.102
46 H 0.1805 -4.0667 0.5589  0.090
47 H -1.2920 -4.4690 3.1225  0.106
48 H -0.5127 -3.0861 2.6551  0.094
49 H 0.5933 -4.2119 4.2886  0.092
50 H 2.0439 -2.9802 3.4553  0.112
51 H 1.9723 -3.9939 1.9221  0.105
52 H 2.8842 -5.0990 4.4905  0.117
53 H 4.0583 -4.3712 3.3905  0.115
54 H 5.0704 -6.0668 2.5102  0.078
55 H 4.0776 -6.0135 1.0686  0.082
56 H 4.2737 -7.5485 2.0410  0.088
57 C 9.2760 -0.7036 0.4699  -0.111
58 O 8.1133 -1.5408 0.5881  -0.226
59 C 7.8173 -2.2423 -0.6956  -0.160
60 C 6.3521 -2.8012 -0.6711  -0.204
61 N 5.3392 -1.8024 -0.4283  -0.075
62 C 3.9319 -2.3038 -0.5728  -0.191
63 C 2.9141 -1.3552 -0.1138  -0.254
64 O 2.6396 -1.4980 1.2574  -0.202
65 C 1.6280 -0.6356 1.8081  -0.078
66 H 10.0848 -1.4192 0.6174  0.081
67 H 9.1853 0.0240 1.2765  0.085
68 H 9.4256 -0.1895 -0.4796  0.080
69 H 8.6048 -2.9923 -0.6210  0.108
70 H 8.1038 -1.7252 -1.6114  0.108
71 H 6.2090 -3.4356 0.2037  0.115
72 H 6.1959 -3.2179 -1.6662  0.118
73 H 5.4087 -1.5023 0.5336  0.103
74 H 3.7953 -3.1890 0.0484  0.114
75 H 3.8702 -2.5253 -1.6382  0.123
76 H 2.0417 -1.5249 -0.7448  0.096
77 H 3.1763 -0.3138 -0.3000  0.123
78 H 1.9301 0.3338 1.4118  0.085
79 H 1.7020 -0.6343 2.8956  0.080
80 H 0.5980 -0.9533 1.6462  0.061
81 C 1.7022 5.8696 -1.2887  -0.099
82 O 2.4057 4.6394 -1.0604  -0.189
83 C 1.7855 3.3958 -1.4428  -0.198
84 C 0.3939 3.0380 -0.9146  -0.214
85 N 0.3664 2.9787 0.5656  -0.087
86 C -0.9717 2.8643 1.0441  -0.183
87 C -0.9212 2.9429 2.6235  -0.197
88 O -1.9164 2.1210 3.1445  -0.214
89 C -1.6059 0.7232 3.3648  -0.076
90 H 0.7190 5.7866 -1.7517  0.076
91 H 2.3434 6.3651 -2.0177  0.085
92 H 1.5201 6.5703 -0.4738  0.082
93 H 2.3930 2.4916 -1.4031  0.117
94 H 1.6025 3.5633 -2.5042  0.111
95 H 0.1902 2.0505 -1.3287  0.114
96 H -0.3226 3.7680 -1.2911  0.091
97 H 0.9770 3.7143 0.8913  0.112
98 H -1.4738 1.9892 0.6315  0.118
99 H -1.3752 3.8055 0.6705  0.108
100 H -1.1966 3.9534 2.9253  0.118
101 H -0.0201 2.6673 3.1714  0.116
102 H -0.6892 0.6045 3.9423  0.077
103 H -1.2845 0.1710 2.4816  0.056
104 H -2.4848 0.2824 3.8354  0.089

***

In the order shown, the computed total energy values come out to -40838.329, -57766.871, -72847.923 eV.